DFT (ωB97M-V with the def2-TZVPD basis set) results for 2 unconnected molecules or ions with the total composition C6H7N.

Output
HOMO-LUMO gap ... 0.36565 Ha
E_LUMO ... 0.88 eV
Electronic energy ... -287.49650 Eh
Energy above the lowest of the compared OMol25 structures with the same formula, charge and spin ... 56.93 kcal per mole

```
! wB97M-V def2-TZVPD RIJCOSX def2/J DEFGRID3
* xyz 0 1
N 0.36373 2.08561 -1.36799
C 0.89851 -1.26306 -0.19204
C -0.42109 -1.48386 -0.32314
C -0.53107 2.80354 -1.61545
C 1.10581 -0.09912 0.68636
C -0.09167 0.38505 1.06494
C -1.17930 -0.45965 0.47127
H 1.69605 -1.83405 -0.65479
H -1.87348 0.12626 -0.14788
H 0.91306 1.36906 -0.92251
H -1.78465 -0.92511 1.26224
H -0.27932 1.26805 1.66635
H -0.89220 -2.27774 -0.89157
H 2.07563 0.30502 0.96422
*
```

***

DFT (ωB97M-V with the def2-TZVPD basis set) results for a molecular structure, C22H43As2O2SV.

Output
HOMO-LUMO gap (spin up / spin down) ... 0.24289 / 0.24303 Ha
E_LUMO (spin up / spin down) ... 0.44 / 0.44 eV
Electronic energy ... -6828.18380 Eh
Energy above the lowest of the compared OMol25 structures with the same formula, charge and spin ... 2.05 kcal per mole

```
! wB97M-V def2-TZVPD RIJCOSX def2/J DEFGRID3
* xyz 0 1
As -0.39200 2.09020 0.09700
As 0.55461 0.07576 3.31182
V -0.30160 -0.43840 0.95040
S -2.82921 -1.82547 0.01060
O -1.91187 -0.65866 -0.37902
O -0.69797 -1.87572 1.69254
C -1.40876 3.64198 0.74847
C 4.40361 -1.22279 -2.57975
C 3.57007 -0.78972 -0.36197
C 2.33405 2.77309 0.90434
C 2.03702 -0.99134 -2.20188
C -3.63680 -2.03681 -2.74473
C -1.08058 1.96691 -1.73234
C -1.18566 3.89443 2.23718
C 4.63030 -1.00514 -1.22769
C 1.80714 -1.34314 3.74427
C -0.84451 -0.26732 4.61836
C 1.36667 2.87501 -0.26702
C -0.97835 3.23439 -2.56918
C 1.12347 -0.51266 0.04121
C 2.24480 -0.78159 -0.82593
C 3.10032 -1.21548 -3.06029
C -4.07347 -1.79580 -1.30094
C 0.47302 -3.86909 -0.71579
C -1.97943 -3.38933 -0.37861
C 1.44896 1.58910 4.16461
C -2.84481 -0.89483 -3.37439
C -0.78327 -3.25486 -1.32254
H -2.45962 3.41535 0.55199
H -1.39954 2.99626 2.82195
H -0.51875 1.14754 -2.18548
H -1.53350 4.06249 -2.12510
H 2.44056 1.72798 1.20033
H 1.02341 -0.96906 -2.58299
H 0.34068 -4.94133 -0.55160
H -1.38498 3.06870 -3.56921
H -1.14552 4.52442 0.16232
H -1.35920 -1.17458 4.30744
H 2.72323 -1.18121 3.17824
H 1.97896 3.34287 1.76561
H 1.35304 -2.27589 3.41597
H -2.76759 -4.04620 -0.75394
H 1.75157 2.30748 -1.11730
H 3.75036 -0.62555 0.69306
H -2.64499 -1.10952 -4.42502
H 1.33130 -3.72856 -1.37425
H 0.68671 -3.38145 0.23603
H 5.23374 -1.39162 -3.25346
H -1.55258 0.56141 4.62224
H -3.06635 -2.96612 -2.80744
H 2.41742 1.73915 3.69174
H 2.91210 -1.37829 -4.11489
H -1.89833 -0.73661 -2.86444
H -4.80860 -2.54089 -0.98556
H 0.05829 3.55165 -2.68676
H 5.64354 -1.00711 -0.84433
H 2.02691 -1.36724 4.81156
H -0.15287 4.18501 2.43835
H -0.42715 -0.38914 5.61786
H -1.01199 -3.72624 -2.28170
H -1.83038 4.69416 2.60595
H 1.59371 1.37132 5.22285
H 3.32068 3.15526 0.63632
H -3.40603 0.04095 -3.32548
H -0.60471 -2.19751 -1.51825
H 1.23735 3.91168 -0.58616
H -4.54645 -2.20570 -3.32769
H -2.11059 1.62268 -1.64312
H 0.85702 2.49745 4.05864
H -1.65532 -3.74293 0.59752
H -4.54126 -0.81375 -1.19054
*
```

***

DFT (ωB97M-V with the def2-TZVPD basis set) results for a single C11H9N3O6S molecule.

Output
HOMO-LUMO gap ... 0.29924 Ha
E_LUMO ... -1.08 eV
Electronic energy ... -1438.18718 Eh
Energy above the lowest of the compared OMol25 structures with the same formula, charge and spin ... 26.76 kcal per mole
Structure (SMILES) ... [H]/N=C(/NO)c1ccc(S(=O)(=O)c2ccc([N+](=O)[O-])cc2)o1

```
! wB97M-V def2-TZVPD RIJCOSX def2/J DEFGRID3
* xyz 0 1
S 2.50446 -0.58997 0.73157
O 0.76507 1.54871 -5.36872
O 3.11469 -1.87004 0.28281
O -0.22717 -1.22868 1.12873
O -0.09008 3.22393 -4.25281
O 3.38495 0.30139 1.47471
O -4.86189 -1.21585 0.69350
N 0.53678 2.16975 -4.30260
N -3.43010 -1.02709 3.03830
N -3.43404 -1.38069 0.77921
C 2.15041 1.71666 -0.97267
C -2.68707 -1.22529 1.99881
C 1.01463 -0.85829 1.60092
C -0.46992 -0.86915 3.30381
C 1.83072 2.30225 -2.18034
C 1.02138 1.57468 -3.10276
C -1.15362 -1.10881 2.11358
C 0.91676 -0.77603 2.94701
C 1.04723 -0.34049 -1.71476
C 1.76173 0.33825 -0.72320
C 0.59900 0.29902 -2.87698
H -2.79434 -1.39591 -0.03011
H -5.30887 -1.27901 1.51197
H 1.70987 -0.57435 3.67003
H 2.62760 2.31490 -0.23906
H 2.12221 3.33959 -2.35995
H 0.97477 -1.40824 -1.70122
H -2.94671 -0.87391 3.92302
H -0.93598 -0.76490 4.29171
H 0.25755 -0.34245 -3.66452
*
```

***

DFT (ωB97M-V with the def2-TZVPD basis set) results for 2 unconnected molecules or ions with the total composition C6H5Cl2FSi.

Output
HOMO-LUMO gap ... 0.33517 Ha
E_LUMO ... -0.14 eV
Electronic energy ... -1541.44361 Eh
Energy above the lowest of the compared OMol25 structures with the same formula, charge and spin ... 51.00 kcal per mole

```
! wB97M-V def2-TZVPD RIJCOSX def2/J DEFGRID3
* xyz 0 1
Cl -3.75172 1.72669 -0.53426
Cl -3.72168 -1.12448 1.42189
Si -2.97465 -0.08622 -0.08707
F -3.27727 -1.11600 -1.24889
C 1.74610 -0.92539 0.82398
C 0.36827 1.03689 -0.69706
C 1.73222 0.97083 -0.81024
C 0.32994 -0.74935 0.93811
C 2.31671 -0.11361 -0.12808
C -0.34530 0.15574 0.07491
H 2.14065 -1.71708 1.51741
H -0.12951 1.79632 -1.27667
H -0.34666 -1.33928 1.69658
H 3.43769 -0.17220 -0.32598
H 2.47522 1.65718 -1.36464
*
```

***

DFT (ωB97M-V with the def2-TZVPD basis set) results for a molecular structure, C34H30AsCdN3O4PSSe.

Output
HOMO-LUMO gap ... 0.23466 Ha
E_LUMO ... 1.19 eV
Electronic energy ... -7323.45055 Eh
Energy above the lowest of the compared OMol25 structures with the same formula, charge and spin ... 0.00 kcal per mole

```
! wB97M-V def2-TZVPD RIJCOSX def2/J DEFGRID3
* xyz -1 1
Cd -1.16661 0.54068 -0.45293
Se -2.19671 -2.32300 -2.66179
As -3.59601 3.52631 0.49211
S -2.59199 3.15432 -1.28850
P 1.71769 -0.29188 -1.08541
O -3.48414 -2.78852 5.83736
O -1.23733 -3.14049 5.85037
O -3.74632 -2.61797 0.37966
O -2.99456 -0.66678 -0.40312
N -1.16127 -0.89974 -2.84506
N -1.46005 -3.17097 -4.01747
N -1.58719 -0.28763 1.87917
C -2.31589 -2.67273 5.43861
C 1.58369 3.64573 1.26647
C 6.23686 -0.84353 -1.88626
C -0.52862 -2.39009 -4.54442
C 1.25250 -2.34278 2.47694
C 1.32644 -1.53464 0.20882
C 0.68645 -3.53308 2.04253
C -0.36702 -1.11437 -3.88906
C -2.13187 -1.78944 4.17473
C -3.12385 -1.57212 0.52426
C -1.00456 -0.00581 3.04475
C 1.57558 -1.34764 1.56628
C -5.50391 3.25922 0.27350
C -2.46529 -1.29282 1.85352
C 0.28376 -2.71541 -5.66238
C 2.92719 1.89935 0.32238
C 0.44244 -3.73141 0.69116
C -1.23947 -0.72130 4.19993
C -3.19217 2.57959 2.13973
C 1.76892 1.25790 -0.10983
C -2.77737 -2.05093 2.97130
C 0.75500 -2.73342 -0.22040
C 0.59952 -0.19701 -4.37733
C 3.50474 -0.61745 -1.37162
C 2.83108 3.09144 1.02585
C 5.64754 -1.60999 -0.89266
C 4.28690 -1.50105 -0.63506
C 5.45920 0.02139 -2.64462
C -3.45824 5.40877 0.99158
C 0.43512 3.00640 0.81278
C 0.48956 1.79908 0.12379
C 4.10070 0.12471 -2.39316
C 1.21262 -1.81399 -6.08521
C 1.36546 -0.55271 -5.44566
H 0.69965 0.76626 -3.89603
H 0.14985 -3.66731 -6.15884
H -6.06118 3.64889 1.12483
H -0.30193 0.82413 3.02492
H 3.89962 1.47128 0.11077
H -3.93917 2.86279 2.88070
H -5.68786 2.19088 0.16741
H -2.41416 5.66634 1.15734
H 0.42293 -4.29153 2.76869
H -3.23544 1.50567 1.95857
H 3.83389 -2.10203 0.14317
H 7.29971 -0.92793 -2.07693
H -3.84960 6.00403 0.16943
H -2.20115 2.83820 2.50349
H 1.49893 4.57907 1.81220
H 3.48698 0.79655 -2.98429
H 5.91371 0.61112 -3.43139
H 2.01418 -0.41774 1.90778
H -0.51557 3.50077 0.97363
H -0.72303 -0.47589 5.11898
H 1.85066 -2.05313 -6.92681
H -4.03472 5.59532 1.89775
H 0.55822 -2.88113 -1.27793
H -0.00874 -4.65401 0.34842
H -3.51038 -2.84031 2.88211
H -5.81295 3.75948 -0.64144
H 1.41843 -2.19199 3.53594
H 6.25299 -2.29428 -0.31080
H 3.72759 3.59561 1.36669
H 2.10999 0.13671 -5.82402
*
```

***

DFT (ωB97M-V with the def2-TZVPD basis set) results for 11 unconnected molecules or ions with the total composition C34H86F8N4O26P5.

Output
HOMO-LUMO gap ... 0.30881 Ha
E_LUMO ... 1.96 eV
Electronic energy ... -6028.52611 Eh
Energy above the lowest of the compared OMol25 structures with the same formula, charge and spin ... 74.88 kcal per mole

```
! wB97M-V def2-TZVPD RIJCOSX def2/J DEFGRID3
* xyz -1 1
P -0.19578 -4.91180 3.40529
P 1.23438 1.13903 -4.91192
P -0.52746 1.09408 0.40547
P 5.24254 -1.44868 2.43904
P 3.44613 -3.32829 -2.70541
F -1.84162 2.94599 4.60055
F -3.81474 4.98491 -1.85859
F 0.88747 0.30934 0.86810
F -1.00789 -0.20174 -0.40743
F -1.82437 1.95672 -0.02734
F 0.31269 1.67950 -0.84450
F 0.00404 2.26825 1.33672
F -1.31425 0.50925 1.65927
O 0.47768 -4.70654 4.88475
O -6.78941 -0.10004 1.20236
O 4.37906 -2.38891 1.60975
O 3.48629 -1.89119 -1.93115
O -1.26523 7.08545 3.36347
O 4.41729 -0.28912 3.14132
O 2.55884 -3.27200 -3.91223
O -0.80609 5.46926 -2.73327
O -0.34073 -3.38453 2.90228
O 4.02174 3.97058 0.49480
O 1.51989 -0.35005 -4.69888
O -3.76511 -0.55531 5.19418
O -2.04960 4.94719 3.67080
O -1.76194 -5.27585 3.75432
O 5.93701 -2.22537 3.66341
O -2.48960 4.33025 -3.54683
O 5.09235 -3.45792 -3.04151
O -0.17763 -2.69201 -4.76557
O 0.09440 5.31311 3.23154
O -1.31601 5.61493 -5.02263
O 6.44748 -0.59584 1.72224
O 0.78801 1.46852 -6.42137
O 2.49710 2.16097 -4.68714
O 3.12917 -4.39040 -1.50298
O 0.48428 -5.77751 2.46246
O 0.05734 1.73851 -4.00655
N 3.42998 6.34179 -0.76831
N -3.02804 -1.76377 2.25193
N -4.40439 1.19061 -0.27380
N 1.63240 -4.26298 -6.35407
C 6.20375 0.40788 0.77629
C 0.50034 2.76774 -6.76810
C -1.31939 4.72884 -1.70583
C -2.42229 -1.01055 5.27863
C -6.61574 1.20869 0.70335
C -8.13697 -0.54377 1.19124
C -1.36119 3.68206 3.63794
C -1.06842 5.90278 3.47507
C 5.94224 -3.72226 -2.01459
C 0.01281 -6.10766 -6.57153
C 2.63830 4.47370 0.48486
C 5.06789 -2.52994 4.73678
C 2.80903 2.60805 -3.38363
C 4.64418 3.98113 1.76766
C 0.57181 -5.69331 5.93826
C 2.47915 -1.55412 -1.05362
C -2.64680 -5.37838 2.61961
C -0.54969 -4.04987 -5.18175
C -4.14882 -0.16917 3.89204
C 0.19244 -4.53788 -6.47030
C 2.61351 6.02378 0.40285
C -4.29624 -1.29661 2.77792
C -5.17060 1.74068 0.81584
C 0.07937 4.05713 3.84570
C 1.28764 6.72439 0.17618
C -1.21354 1.14587 -4.03837
C -5.05093 3.23538 0.63465
C 1.82864 -5.02256 -1.53655
C -0.94834 -2.34567 -3.59508
C -5.17008 -2.45502 3.21406
C -1.47732 5.18687 -3.84037
C -2.74288 4.23559 -2.17791
C 3.27750 0.24277 2.49032
C 0.63678 -2.73288 2.10420
H -0.66146 3.89042 -1.47717
H -3.42296 1.42908 -0.27836
H -0.62200 -1.46831 -3.03667
H 1.08808 -2.02711 2.80156
H -2.43272 -1.02516 1.90533
H -2.30893 -2.02106 4.88607
H 4.29007 -1.81045 4.99259
H 1.27313 -4.62753 -0.68599
H 1.04597 3.01904 -7.67761
H 2.52429 1.86878 -2.63497
H -2.08356 -5.55913 1.70408
H -5.44934 3.73282 1.51891
H 4.34354 5.92065 -0.67805
H 1.49491 -5.55985 6.50233
H 3.21163 6.36482 1.24785
H 1.99138 -4.96640 -5.72446
H -1.36889 5.34380 -0.80724
H -8.44506 -0.55843 0.14580
H 6.77595 -3.05272 -1.80310
H -3.98269 3.43682 0.55466
H 1.21548 -4.85368 -2.42177
H 0.32444 4.00986 4.90673
H -0.95300 -3.15993 -2.87046
H 0.63876 3.59614 -6.07334
H 2.86167 -1.52910 -0.03326
H -1.56415 3.24383 2.66076
H 1.97415 4.05984 1.24363
H 7.04778 0.48354 0.09073
H 2.10210 -4.61920 -7.17418
H -4.51648 0.19857 -0.42681
H -4.78444 1.39612 1.77515
H 1.39859 7.71734 -0.25952
H -3.22195 -6.29676 2.73740
H 6.47368 -4.64076 -2.26361
H -0.41423 -4.69419 -4.31308
H 5.43085 -3.86473 -1.06259
H -3.50066 0.67520 3.65742
H -5.57130 3.58322 -0.25771
H -5.37524 -3.31177 2.57219
H 0.67869 3.30845 3.32764
H 0.26788 -2.14284 1.26523
H -1.69199 1.16994 -3.05929
H 4.70258 -3.54711 4.59528
H 2.20357 4.02907 -0.41035
H -7.15768 1.89334 1.35577
H 1.44053 -3.39839 1.78926
H -1.03418 0.08620 -4.22008
H -2.48223 -2.25716 2.94386
H 5.67504 -2.64621 5.63452
H -8.22833 -1.44047 1.80418
H 5.72034 3.81160 1.80280
H 3.89690 2.61836 -3.31640
H 2.45034 3.61790 -3.18447
H 0.52504 -6.74481 5.65500
H 4.64948 5.02538 2.08007
H 3.52342 7.34734 -0.78341
H -0.23666 -4.12586 -7.38366
H 0.55804 -6.60400 -7.37432
H -1.79553 1.69878 -4.77572
H 4.20025 3.27042 2.46473
H 3.40915 0.53412 1.44826
H 1.61478 -2.21813 -1.04638
H -1.95821 -2.19966 -3.97844
H 6.20810 1.41928 1.18267
H -2.02502 -1.05840 6.29253
H -1.74409 -0.28746 4.82555
H -1.62862 -4.12091 -5.31947
H -4.90402 -2.66335 4.25034
H -0.51399 2.77978 -7.16700
H -3.33812 -4.53573 2.60781
H 2.65368 -0.64835 2.42064
H 5.29491 0.29783 0.18468
H -5.09134 0.36267 4.02204
H -0.98755 -6.49776 -6.75918
H -0.13809 -5.50199 6.74296
H 0.64242 6.69391 1.05416
H -6.17542 -2.04754 3.32057
H -2.91405 3.17793 -1.97749
H 1.99368 -0.59868 -1.25250
H 0.81552 6.22810 -0.67171
H -6.99252 1.25105 -0.31858
H -4.66368 -0.79237 1.88414
H -8.71758 0.21397 1.71737
H 0.33670 -6.57291 -5.64055
H 2.87826 1.13778 2.96744
H 1.94835 -6.09881 -1.41214
*
```

***

DFT (ωB97M-V with the def2-TZVPD basis set) results for a molecular structure, C29H23F3N6O8Ru.

Output
HOMO-LUMO gap (spin up / spin down) ... 0.18200 / 0.21957 Ha
E_LUMO (spin up / spin down) ... 1.44 / 1.44 eV
Electronic energy ... -2443.89728 Eh
Energy above the lowest of the compared OMol25 structures with the same formula, charge and spin ... 34.09 kcal per mole
⟨S²⟩ ... 1.135

```
! wB97M-V def2-TZVPD RIJCOSX def2/J DEFGRID3
* xyz -1 2
Ru 0.41927 -0.69479 -0.25449
F 2.19677 -4.06262 0.84235
F 0.24727 -4.79617 0.17826
F 1.13554 -5.56269 1.97874
O -3.78869 -3.79787 3.25683
O -5.39988 -2.81573 2.09628
O -1.41212 -4.08492 3.11329
O 0.44048 -3.43285 1.95545
O -1.21253 0.96890 0.58215
O 0.94288 6.70448 -0.76604
O 0.69836 1.83797 -0.09607
O -0.83507 7.89157 -0.65430
N 1.10187 -0.47326 1.64231
N -2.45453 -1.42129 -0.42541
N -0.06993 -0.88493 -2.30024
N 2.37543 -0.24547 -0.64722
N -0.24370 6.83185 -0.53579
N -1.33237 -1.90236 0.15905
C 2.29154 -0.25299 4.12794
C -1.01845 -3.41847 2.14436
C 3.05579 -0.20843 2.98345
C 2.89675 0.05434 -1.83562
C -0.99162 5.67466 -0.10215
C -0.47953 1.95276 0.30474
C 4.22483 0.38475 -2.00482
C 1.42327 -2.87436 -2.81465
C -0.94081 -0.09738 -3.02079
C -4.21931 -3.06026 2.23795
C 3.14100 -0.15797 0.46749
C -0.21688 -1.70741 -4.39898
C 0.91170 -0.37251 4.01336
C 0.95636 -4.42309 1.26341
C 0.38099 -1.85688 -3.15653
C -3.21821 -2.54063 1.29267
C -1.09651 3.32695 0.36302
C 5.04761 0.40208 -0.88253
C -3.06594 4.70177 0.58809
C 4.50042 0.14179 0.35303
C -1.52824 1.18583 -2.51808
C 0.36526 -0.48522 2.75046
C -2.44510 3.46257 0.67859
C -1.05874 -0.58628 -4.31246
C -2.34531 5.81141 0.19293
C -0.36461 4.43770 -0.01982
C -1.77525 -2.64684 1.24441
C 2.44105 -0.29943 1.73274
C -3.56296 -1.76302 0.21545
H -1.67422 -0.16525 -5.09396
H -2.02073 1.09339 -1.54934
H 4.60147 0.63269 -2.98593
H -2.79968 6.78644 0.09874
H 2.06306 -2.52844 -2.00760
H -2.99891 2.58555 0.98463
H -0.70118 -0.59476 2.61239
H 0.97666 -3.82169 -2.51312
H -2.80624 -3.95465 3.22196
H -4.54572 -1.45293 -0.09521
H 2.21183 0.03148 -2.67462
H 6.09720 0.64618 -0.97876
H 0.68150 4.34248 -0.27064
H 5.10900 0.19026 1.24429
H -2.24827 1.56930 -3.24126
H -0.74057 1.93505 -2.38862
H 0.27110 -0.38013 4.88264
H 2.04423 -3.06772 -3.69143
H -0.04286 -2.33232 -5.26265
H 2.75698 -0.18844 5.10237
H -4.12063 4.79353 0.81115
H -2.36113 -0.86588 -1.26223
H 4.12898 -0.09942 3.04437
*
```